The following is a quantum chemistry calculation of an isolated molecule of C9H9N3O at a distorted geometry, from the Open Molecules 2025 dataset.

Summary:
**HOMO**: -9.2 eV
**SMILES**: C[C@@]1(C#N)O[C@@]1(N)c1ccccn1
**ΔE to the lowest compared entry with this formula, charge and spin**: 58.09 kcal per mole
**F_max**: 5.10 eV Å⁻¹

ORCA input file:
```
! wB97M-V def2-TZVPD RIJCOSX def2/J DEFGRID3
* xyz 0 1
C 1.330 -1.560 0.556
C 1.847 -0.269 -0.090
C 3.164 -0.126 0.532
N 4.223 0.118 0.893
O 1.578 -0.138 -1.448
C 0.816 0.747 -0.731
N 1.284 2.112 -0.867
C -0.562 0.505 -0.325
C -1.282 -0.502 -0.962
C -2.587 -0.738 -0.519
C -3.064 -0.069 0.539
C -2.284 1.007 1.028
N -1.080 1.315 0.554
H 0.408 -1.956 0.149
H 1.341 -1.520 1.622
H 1.934 -2.426 0.232
H 2.170 2.189 -1.440
H 1.472 2.600 0.049
H -1.001 -1.034 -1.875
H -3.179 -1.636 -0.799
H -3.949 -0.367 1.129
H -2.580 1.747 1.775
*
```

The following is a quantum chemistry calculation of an isolated molecule of C3H6O, from the Open Molecules 2025 dataset.

Summary:
**HOMO**: -9.9 eV
**SMILES**: CCC=O
**ΔE to the lowest compared entry with this formula, charge and spin**: 8.13 kcal per mole
**F_max**: 0.77 eV Å⁻¹

ORCA input file:
```
! wB97M-V def2-TZVPD RIJCOSX def2/J DEFGRID3
* xyz 0 1
C 0.632 -1.002 0.939
C 0.076 -0.801 -0.443
C -0.410 0.600 -0.682
O -0.441 1.504 0.110
H 1.436 -0.266 1.096
H -0.125 -0.783 1.693
H 1.038 -2.006 1.049
H -0.709 -1.525 -0.673
H 0.813 -1.024 -1.208
H -0.715 0.787 -1.714
*
```

The following is a quantum chemistry calculation of a structure of composition C17H20Cl3NO3S2V at a distorted geometry, from the Open Molecules 2025 dataset.

Summary:
**HOMO (spin up / spin down)**: -0.2 / 0.4 eV
**ΔE to the lowest compared entry with this formula, charge and spin**: 92.67 kcal per mole
**F_max**: 4.04 eV Å⁻¹

ORCA input file:
```
! wB97M-V def2-TZVPD RIJCOSX def2/J DEFGRID3
* xyz -2 2
C -1.212 1.185 -3.161
C -1.394 -0.187 -3.611
C -0.182 -0.901 -3.283
C -2.651 -0.821 -4.058
C 0.729 0.054 -2.667
C 0.088 1.319 -2.604
C 0.790 2.600 -2.325
C -2.172 2.306 -3.293
C -0.017 -2.369 -3.292
C 2.107 -0.236 -2.194
V -1.160 -0.323 -1.527
Cl -0.386 -1.553 -0.029
Cl -3.189 0.081 -0.801
Cl 3.062 -1.636 1.183
H -3.506 -0.172 -3.859
H -2.782 -1.730 -3.465
H -2.692 -1.114 -5.113
H -0.925 -2.829 -2.891
H 0.817 -2.657 -2.641
H 0.156 -2.810 -4.282
H 2.178 -1.197 -1.668
H 2.465 0.546 -1.510
H 2.787 -0.253 -3.057
H 1.421 2.544 -1.433
H 0.106 3.440 -2.218
H 1.440 2.808 -3.187
H -3.213 1.975 -3.228
H -2.018 2.806 -4.262
H -2.009 3.068 -2.514
O -0.077 3.325 1.737
H -0.198 2.458 1.244
O -2.028 0.589 3.541
S -0.724 1.070 3.908
O -0.588 2.287 4.643
N 0.336 1.028 2.595
C 1.336 0.181 2.768
S 2.619 0.284 1.652
C 1.273 -0.632 3.970
C 2.088 -1.664 4.439
C 1.786 -2.278 5.654
C 0.690 -1.830 6.420
C -0.123 -0.789 5.956
C 0.167 -0.233 4.722
H 2.930 -1.963 3.809
H 2.396 -3.110 6.026
H 0.448 -2.280 7.386
H -0.969 -0.388 6.519
*
```

The following is a quantum chemistry calculation of a structure of composition C85H172F14N10O20S6 at a distorted geometry, from the Open Molecules 2025 dataset.

Summary:
**HOMO**: -14.7 eV
**F_max**: 4.71 eV Å⁻¹

ORCA input file:
```
! wB97M-V def2-TZVPD RIJCOSX def2/J DEFGRID3
* xyz 4 1
C -26.389 12.802 -4.265
C -26.699 14.337 -4.364
C -27.859 14.625 -5.286
N -28.321 16.033 -5.473
C -28.833 16.612 -4.159
C -29.547 17.946 -4.180
C -30.634 17.977 -5.298
C -30.072 17.505 -6.620
C -29.419 16.100 -6.507
C -27.167 16.898 -5.829
H -26.757 12.484 -3.318
H -25.324 12.552 -4.327
H -26.860 12.101 -5.032
H -25.721 14.799 -4.581
H -26.869 14.746 -3.346
H -28.745 14.113 -4.958
H -27.675 14.200 -6.263
H -29.633 15.874 -3.904
H -27.931 16.637 -3.543
H -30.064 18.075 -3.181
H -28.976 18.888 -4.262
H -31.375 17.208 -5.104
H -31.092 18.975 -5.463
H -30.923 17.373 -7.336
H -29.413 18.255 -7.172
H -30.200 15.430 -6.245
H -28.954 15.813 -7.427
H -26.725 16.523 -6.780
H -26.408 16.814 -5.048
H -27.609 17.895 -6.081
C -26.352 19.615 3.411
C -25.181 18.950 2.661
C -24.572 17.875 3.537
N -24.012 16.623 2.896
C -25.050 15.744 2.253
C -24.473 14.519 1.642
C -23.457 14.911 0.502
C -22.441 15.901 1.035
C -23.042 17.082 1.762
C -23.210 15.840 3.925
H -25.984 19.958 4.385
H -27.186 18.927 3.548
H -26.721 20.517 2.894
H -24.354 19.702 2.535
H -25.471 18.587 1.694
H -25.412 17.482 4.136
H -23.850 18.306 4.204
H -25.609 16.381 1.508
H -25.801 15.621 2.973
H -25.309 13.933 1.258
H -24.099 13.904 2.481
H -23.959 15.336 -0.365
H -23.025 14.012 0.162
H -21.804 16.235 0.254
H -21.693 15.310 1.600
H -23.691 17.677 1.042
H -22.320 17.762 2.257
H -22.419 16.494 4.211
H -22.745 14.928 3.655
H -23.883 15.762 4.811
C -16.426 30.549 9.079
C -17.012 29.959 7.770
C -15.930 29.840 6.768
N -16.370 29.272 5.388
C -15.195 29.100 4.427
C -14.197 28.048 5.007
C -14.874 26.741 5.243
C -16.086 26.953 6.209
C -17.029 27.954 5.463
C -17.303 30.225 4.743
H -15.977 31.497 8.878
H -15.672 29.923 9.596
H -17.230 30.749 9.764
H -17.762 30.700 7.305
H -17.560 29.065 8.062
H -15.082 29.190 7.029
H -15.514 30.851 6.669
H -14.839 30.091 4.271
H -15.671 28.664 3.547
H -13.712 28.307 5.941
H -13.427 27.876 4.307
H -14.256 26.041 5.769
H -15.266 26.179 4.378
H -15.759 27.396 7.147
H -16.576 25.973 6.410
H -18.063 28.045 5.848
H -17.202 27.608 4.468
H -17.056 31.264 4.835
H -18.286 30.072 5.118
H -17.401 29.851 3.683
C -12.611 12.534 0.922
C -13.741 11.635 1.476
C -14.452 10.817 0.340
N -15.535 9.877 0.775
C -14.863 8.630 1.238
C -15.769 7.456 1.487
C -16.587 7.025 0.310
C -17.286 8.261 -0.200
C -16.324 9.489 -0.483
C -16.518 10.448 1.695
H -11.917 12.918 1.628
H -13.120 13.380 0.522
H -11.963 12.169 0.076
H -14.403 12.232 2.140
H -13.339 10.924 2.163
H -13.681 10.310 -0.191
H -14.823 11.570 -0.395
H -14.202 8.381 0.419
H -14.328 8.869 2.163
H -15.157 6.664 1.958
H -16.449 7.711 2.303
H -15.899 6.552 -0.452
H -17.365 6.297 0.592
H -17.734 8.090 -1.205
H -18.221 8.539 0.412
H -15.484 9.151 -1.210
H -16.757 10.351 -0.926
H -17.365 9.763 1.796
H -16.812 11.422 1.314
H -16.038 10.655 2.654
C -20.384 17.582 5.586
C -19.783 16.568 4.726
C -18.356 16.242 4.880
N -17.364 17.299 4.326
C -17.316 18.499 5.295
C -16.469 19.645 4.782
C -16.813 20.096 3.388
C -16.766 18.910 2.411
C -17.678 17.697 2.914
C -16.056 16.562 4.378
H -19.932 17.594 6.571
H -21.499 17.486 5.641
H -20.119 18.627 5.230
H -20.016 16.776 3.659
H -20.301 15.557 4.765
H -18.071 15.350 4.310
H -18.150 16.150 5.946
H -18.367 18.743 5.455
H -16.989 18.112 6.245
H -16.473 20.416 5.522
H -15.422 19.306 4.889
H -17.819 20.560 3.464
H -16.129 20.881 2.971
H -17.178 19.205 1.407
H -15.734 18.585 2.222
H -18.707 18.096 2.939
H -17.508 16.845 2.239
H -15.805 16.216 5.398
H -15.286 17.209 4.114
H -16.207 15.707 3.689
C -16.975 26.689 -6.599
C -17.308 27.635 -5.502
C -18.167 26.912 -4.392
C -18.100 27.702 -3.058
C -16.620 27.606 -2.499
C -15.628 28.325 -3.366
N -15.874 27.977 -4.879
O -15.035 28.028 -5.684
C -14.124 28.041 -2.993
C -15.799 29.881 -3.366
C -17.884 28.945 -5.912
H -16.331 25.890 -6.244
H -16.555 27.115 -7.534
H -17.938 26.321 -6.916
H -17.617 25.999 -4.186
H -19.216 26.731 -4.754
H -18.779 27.407 -2.230
H -18.297 28.800 -3.192
H -16.291 26.580 -2.381
H -16.679 28.048 -1.486
H -13.544 28.919 -3.214
H -13.738 27.079 -3.379
H -14.071 27.898 -1.953
H -16.826 30.174 -3.267
H -15.289 30.342 -4.212
H -15.389 30.150 -2.387
H -18.886 28.798 -6.367
H -17.190 29.270 -6.705
H -18.048 29.624 -5.106
C -11.832 23.125 -9.547
C -13.071 23.101 -8.656
C -14.346 23.144 -9.449
C -14.712 21.919 -10.257
C -14.886 20.663 -9.390
C -13.656 20.396 -8.551
N -12.979 21.668 -8.021
O -12.294 21.512 -7.086
C -12.595 19.827 -9.589
C -13.855 19.464 -7.355
C -13.049 24.052 -7.444
H -10.908 22.924 -8.955
H -11.884 24.007 -10.120
H -12.008 22.316 -10.321
H -14.264 24.005 -10.090
H -15.175 23.390 -8.778
H -13.901 21.785 -11.015
H -15.619 22.092 -10.876
H -14.964 19.817 -10.048
H -15.883 20.728 -8.924
H -12.747 18.759 -9.680
H -11.590 20.156 -9.178
H -12.774 20.177 -10.593
H -12.922 19.070 -7.018
H -14.590 18.668 -7.688
H -14.380 19.881 -6.512
H -12.184 23.922 -6.819
H -13.917 23.824 -6.849
H -13.040 25.125 -7.752
C -23.267 25.302 3.401
C -24.772 25.032 3.120
C -25.178 23.726 3.821
C -26.746 23.624 3.858
C -27.262 24.692 4.830
C -26.849 26.163 4.503
N -25.627 26.208 3.614
O -25.164 27.256 3.359
C -26.615 26.972 5.835
C -27.997 26.861 3.708
C -24.881 24.914 1.557
H -22.768 26.137 2.920
H -22.851 24.436 2.987
H -22.939 25.242 4.446
H -24.683 23.819 4.776
H -24.757 22.937 3.256
H -27.183 22.639 4.094
H -27.049 23.895 2.807
H -26.928 24.406 5.865
H -28.329 24.665 4.794
H -25.858 26.422 6.365
H -27.522 26.869 6.423
H -26.371 28.055 5.658
H -27.790 27.922 3.496
H -28.861 26.901 4.388
H -28.336 26.322 2.824
H -25.877 24.632 1.156
H -24.166 24.113 1.280
H -24.484 25.770 0.980
C -20.267 18.835 0.583
C -20.457 19.979 -0.411
C -21.960 20.274 -0.466
C -22.308 21.516 -1.291
C -21.620 22.716 -0.629
C -20.122 22.620 -0.358
N -19.769 21.245 0.161
O -18.815 21.168 0.840
C -19.738 23.550 0.813
C -19.210 22.967 -1.555
C -19.746 19.670 -1.792
H -20.627 18.011 -0.082
H -20.854 19.030 1.536
H -19.193 18.792 0.704
H -22.223 20.417 0.611
H -22.493 19.365 -0.837
H -23.349 21.671 -1.457
H -21.977 21.416 -2.347
H -22.029 22.862 0.349
H -21.859 23.613 -1.159
H -20.068 24.583 0.570
H -18.691 23.710 0.760
H -20.145 23.213 1.786
H -19.254 24.107 -1.684
H -19.540 22.592 -2.551
H -18.169 22.744 -1.361
H -20.402 19.144 -2.427
H -18.751 19.128 -1.588
H -19.614 20.613 -2.357
N -15.303 22.847 -4.205
S -16.400 21.977 -4.874
O -17.569 21.645 -4.078
O -15.727 21.039 -5.731
F -17.092 23.003 -5.931
S -15.558 24.217 -3.520
O -16.809 24.475 -2.922
O -15.069 25.215 -4.410
F -14.556 24.205 -2.410
C -20.088 27.877 2.224
F -20.324 29.138 2.151
F -20.203 27.613 3.528
F -21.126 27.246 1.543
S -18.397 27.319 1.574
O -17.631 28.438 2.215
O -18.223 26.046 2.178
O -18.582 27.460 0.111
C -26.130 19.310 -1.788
F -27.356 19.548 -1.363
F -26.214 19.586 -3.125
F -25.286 20.202 -1.258
S -25.524 17.623 -1.395
O -26.249 17.382 -0.181
O -25.981 16.815 -2.484
O -24.062 17.678 -1.341
C -18.857 13.698 -0.241
F -18.792 13.683 -1.558
F -19.987 14.328 0.149
F -18.949 12.407 0.212
S -17.251 14.404 0.435
O -17.367 14.602 1.892
O -16.284 13.392 0.069
O -17.211 15.649 -0.316
C -22.190 21.361 5.128
F -22.408 22.623 5.545
F -21.331 20.768 6.040
F -23.315 20.646 5.223
S -21.449 21.110 3.535
O -22.298 21.817 2.593
O -20.111 21.612 3.772
O -21.507 19.668 3.366
*
```

The following is a quantum chemistry calculation of a structure of composition C13H12ClFeN4OS2 at a distorted geometry, from the Open Molecules 2025 dataset.

Summary:
**HOMO (spin up / spin down)**: -8.1 / -8.1 eV
**ΔE to the lowest compared entry with this formula, charge and spin**: 4.82 kcal per mole
**F_max**: 1.36 eV Å⁻¹

ORCA input file:
```
! wB97M-V def2-TZVPD RIJCOSX def2/J DEFGRID3
* xyz 0 2
Fe 0.190 0.315 0.198
C 4.121 2.519 -0.424
C 2.724 2.107 -0.046
S 2.241 0.509 -0.385
C 1.826 2.958 0.538
C 2.122 4.415 0.760
S 0.285 2.383 0.990
H 4.681 1.666 -0.800
H 4.655 2.922 0.437
H 4.111 3.286 -1.202
H 3.192 4.598 0.826
H 1.649 4.773 1.674
H 1.733 5.012 -0.068
Cl -5.132 -0.772 -0.330
C -3.872 0.303 -0.800
C -4.153 1.493 -1.451
C -3.093 2.304 -1.822
C -1.804 1.916 -1.514
N -1.542 0.774 -0.873
C -2.555 -0.028 -0.529
H -5.177 1.768 -1.664
H -3.263 3.236 -2.342
H -0.948 2.518 -1.786
H -2.300 -0.969 -0.055
N -0.063 -1.827 -2.614
C 0.522 -2.078 -1.415
O 0.036 -1.479 -0.380
C 1.583 -2.972 -1.315
C 2.176 -3.220 -0.052
N 2.653 -3.422 0.977
C 2.113 -3.547 -2.494
N 2.528 -3.944 -3.494
H 0.364 -2.179 -3.455
H -0.654 -1.017 -2.678
*
```